{
  "formula": "C5H13O2",
  "method": "ωB97M-V with the def2-TZVPD basis set",
  "multiplicity": 1,
  "orbital_gap_ev": 7.4,
  "lumo_energy_ha": 0.1447,
  "de_lowest_kj_mol": 54.7,
  "total_charge": -1,
  "symbols": ["C", "O", "C", "C", "C", "C", "H", "H", "H", "H", "H", "H", "H", "H", "H", "H", "H", "H", "H", "O"],
  "xyz": [[-0.168, 1.709, -0.471], [-1.144, 1.096, -1.237], [0.775, 0.694, 0.323], [0.475, -0.788, 0.007], [0.135, -1.569, 1.274], [1.532, -1.414, -0.867], [0.535, 2.233, -1.139], [-0.633, 2.358, 0.287], [0.858, 0.867, 1.400], [1.793, 0.925, -0.036], [-0.452, -0.742, -0.571], [-0.351, -2.525, 1.055], [1.027, -1.841, 1.850], [-0.573, -0.937, 1.810], [2.530, -1.453, -0.417], [1.617, -0.768, -1.747], [1.257, -2.405, -1.245], [-3.784, 1.944, 0.096], [-2.273, 1.367, -0.510], [-3.154, 1.250, 0.138]],
  "forces_ev_per_angstrom": [[-0.224, -1.242, -0.241], [0.265, 0.691, 0.503], [0.808, -0.154, -0.716], [-0.518, 0.272, 0.531], [0.075, -0.171, -0.370], [0.154, 0.214, -0.680], [-0.091, 0.633, 0.233], [0.273, 0.446, -0.099], [-0.511, 0.070, 0.051], [-0.033, -0.167, 0.098], [0.021, 0.051, -0.150], [-0.126, 0.035, -0.145], [-0.038, 0.394, 0.297], [0.141, -0.299, 0.458], [-0.073, -0.105, 0.193], [0.130, -0.107, -0.087], [0.026, -0.054, 0.216], [-0.517, 0.984, -0.268], [-0.461, -0.714, -0.184], [0.700, -0.777, 0.359]]
}

***

{
  "formula": "C51H53BrN4O4RhSTe",
  "method": "ωB97M-V with the def2-TZVPD basis set",
  "s_squared": 8.8169,
  "multiplicity": 6,
  "orbital_gap_ev": [3.9, 4.9],
  "lumo_energy_ha": [-0.0191, -0.0708],
  "de_lowest_kj_mol": 111.9,
  "symbols": ["Rh", "Br", "C", "C", "C", "C", "C", "N", "C", "O", "O", "H", "H", "H", "C", "C", "C", "C", "C", "C", "C", "C", "C", "C", "C", "C", "C", "C", "H", "H", "H", "H", "H", "H", "H", "H", "H", "H", "H", "C", "C", "C", "N", "C", "S", "N", "C", "O", "C", "C", "C", "C", "C", "C", "H", "H", "H", "H", "H", "H", "H", "H", "H", "H", "H", "H", "H", "H", "C", "C", "O", "N", "Te", "C", "C", "C", "C", "C", "C", "C", "C", "C", "C", "C", "C", "C", "C", "C", "C", "C", "C", "H", "H", "H", "H", "H", "H", "H", "H", "H", "H", "H", "H", "H", "H", "H", "H", "H", "H", "H", "H", "H", "H", "H", "H", "H"],
  "xyz": [[-3.168, -21.399, 5.569], [-3.588, -25.037, 6.699], [-2.232, -23.937, 7.425], [-1.508, -24.393, 8.515], [-0.476, -23.619, 9.071], [-0.174, -22.390, 8.476], [-0.986, -21.968, 7.401], [-2.018, -22.710, 6.891], [-0.605, -20.780, 6.668], [0.396, -20.152, 6.996], [-1.360, -20.501, 5.658], [-1.709, -25.378, 8.914], [0.065, -23.985, 9.946], [0.672, -21.785, 8.810], [-10.191, -22.006, 5.535], [-9.479, -22.646, 4.532], [-8.105, -22.776, 4.653], [-7.416, -22.250, 5.760], [-8.158, -21.658, 6.811], [-9.536, -21.572, 6.688], [-5.973, -22.161, 5.600], [-4.933, -21.894, 6.482], [-5.028, -21.974, 7.944], [-4.142, -21.220, 8.756], [-4.116, -21.363, 10.146], [-5.018, -22.225, 10.772], [-5.915, -22.949, 10.000], [-5.912, -22.862, 8.609], [-11.259, -21.880, 5.435], [-10.036, -23.048, 3.693], [-7.546, -23.345, 3.917], [-7.648, -21.327, 7.699], [-10.112, -21.176, 7.521], [-5.614, -22.378, 4.575], [-3.392, -20.582, 8.330], [-3.370, -20.870, 10.735], [-5.006, -22.332, 11.854], [-6.660, -23.575, 10.498], [-6.563, -23.515, 8.002], [-7.098, -21.653, 0.459], [-5.613, -21.433, 0.191], [-4.737, -21.674, 1.443], [-4.798, -23.092, 1.799], [-3.924, -23.728, 2.615], [-2.648, -22.948, 3.411], [-4.021, -25.097, 2.792], [-5.086, -26.030, 2.487], [-5.319, -26.903, 3.319], [-5.829, -25.937, 1.212], [-5.186, -25.542, 0.032], [-5.979, -25.311, -1.081], [-7.352, -25.473, -1.044], [-7.954, -25.961, 0.113], [-7.190, -26.204, 1.244], [-7.691, -20.869, -0.036], [-7.361, -21.613, 1.514], [-7.467, -22.630, 0.039], [-5.471, -20.386, -0.120], [-5.242, -22.020, -0.684], [-5.079, -21.045, 2.288], [-3.684, -21.367, 1.295], [-5.603, -23.573, 1.396], [-3.613, -25.399, 3.669], [-4.107, -25.395, -0.032], [-5.478, -25.092, -2.007], [-7.971, -25.257, -1.898], [-9.015, -26.126, 0.140], [-7.662, -26.559, 2.165], [-1.997, -19.155, 3.133], [-3.468, -19.209, 3.558], [-4.299, -18.502, 2.848], [-3.923, -19.998, 4.535], [-6.174, -18.882, 4.412], [-8.339, -18.363, 4.489], [-9.170, -18.317, 3.346], [-8.668, -18.652, 1.981], [-10.514, -17.996, 3.464], [-11.140, -17.757, 4.689], [-12.607, -17.457, 4.773], [-10.309, -17.781, 5.802], [-8.962, -18.086, 5.716], [-8.112, -18.008, 6.971], [-5.354, -16.993, 5.141], [-4.606, -16.925, 6.314], [-4.274, -18.130, 7.132], [-4.066, -15.694, 6.726], [-4.137, -14.569, 5.899], [-3.503, -13.257, 6.310], [-4.826, -14.679, 4.707], [-5.433, -15.859, 4.342], [-6.137, -15.920, 3.022], [-1.887, -18.264, 2.501], [-1.741, -20.050, 2.542], [-1.337, -19.074, 4.038], [-7.616, -18.962, 1.994], [-8.823, -17.715, 1.367], [-9.265, -19.464, 1.530], [-11.117, -17.995, 2.571], [-13.041, -17.438, 3.763], [-12.709, -16.435, 5.232], [-13.191, -18.174, 5.410], [-10.729, -17.595, 6.776], [-8.780, -17.828, 7.815], [-7.393, -17.175, 6.912], [-7.566, -18.964, 7.145], [-5.098, -18.847, 7.167], [-4.073, -17.856, 8.186], [-3.401, -18.725, 6.760], [-3.525, -15.664, 7.675], [-2.688, -13.445, 7.000], [-4.217, -12.610, 6.834], [-3.132, -12.734, 5.424], [-4.857, -13.821, 4.029], [-6.075, -14.928, 2.539], [-7.215, -16.175, 3.173], [-5.673, -16.672, 2.346]],
  "forces_ev_per_angstrom": [[-1.965, -1.383, 0.011], [0.136, 0.180, -0.043], [0.293, 1.532, -0.035], [0.510, -0.102, 0.323], [-0.553, 0.297, -0.605], [-0.703, -0.534, -0.113], [-0.007, -2.780, 1.405], [1.033, -0.729, 1.171], [1.104, 2.026, -0.749], [-0.545, -0.337, -0.132], [0.749, 0.648, 0.124], [-0.114, 0.072, -0.037], [-0.101, 0.096, -0.360], [-0.507, -0.063, -0.278], [-0.078, 0.080, 0.403], [0.148, -0.038, 0.093], [-0.622, -0.296, -0.115], [0.944, 0.714, -0.422], [-0.172, -0.535, -0.499], [0.059, 0.063, 0.153], [-0.469, -0.474, -0.972], [0.680, -0.081, 1.728], [0.539, 0.435, -0.780], [0.013, -0.532, 1.076], [-0.542, -0.660, -0.865], [0.181, 0.256, 0.222], [-0.444, -0.189, -0.372], [-0.103, -0.299, -0.092], [-0.099, -0.013, 0.074], [0.255, -0.012, -0.100], [0.040, 0.217, -0.117], [-0.007, 0.188, 0.092], [0.025, 0.123, -0.178], [-0.488, -0.003, 0.334], [0.073, 0.337, -0.423], [0.270, 0.432, 0.166], [-0.059, 0.014, -0.175], [0.323, 0.001, -0.222], [0.326, 0.479, 0.492], [-0.817, -0.733, -0.964], [0.812, 0.385, -0.050], [0.251, 0.578, -0.175], [0.453, -0.510, 0.605], [-0.837, 0.538, -0.662], [0.073, -0.141, -0.105], [-1.302, -0.628, -0.089], [0.344, -0.813, 1.583], [0.433, 1.307, -1.190], [0.767, 0.395, 0.050], [-0.539, 0.044, 0.127], [0.542, -0.323, -0.311], [-0.230, -0.328, 0.541], [0.243, 0.203, -0.101], [-0.445, 0.027, 0.135], [0.129, -0.307, 0.113], [0.102, -0.027, 0.188], [0.322, 0.785, 0.512], [0.114, -0.248, 0.307], [-0.280, 0.158, 0.741], [-0.058, -0.337, -0.323], [-0.474, -0.362, -0.099], [0.547, -0.125, 0.335], [0.353, 0.125, -0.039], [-0.333, -0.059, 0.218], [-0.036, 0.348, -0.277], [0.020, 0.018, -0.272], [-0.266, -0.048, 0.000], [0.312, 0.159, -0.308], [-0.032, 0.675, 0.718], [-0.574, -1.139, -0.056], [0.542, -0.502, 0.642], [0.718, 2.319, -1.894], [-0.513, 0.308, 0.814], [-0.884, 0.570, -0.574], [0.812, -0.516, 0.734], [-0.303, 0.814, -0.845], [-0.547, -0.169, 0.511], [0.765, -0.277, -0.450], [-0.418, 0.650, 0.570], [-0.287, -0.302, -0.056], [1.296, 0.330, 0.384], [-0.189, -0.350, 0.039], [0.184, -0.266, 0.051], [0.379, -0.125, 0.353], [0.270, -0.808, 0.871], [0.003, -0.111, -0.560], [0.054, 0.040, 0.936], [-0.258, -0.298, -0.121], [0.263, 0.469, -0.027], [-0.619, -0.475, -0.994], [-0.617, 0.142, -0.632], [0.061, -0.287, 0.148], [-0.114, 0.219, 0.399], [-0.596, -0.253, -1.020], [-0.173, 0.236, -0.225], [0.504, -1.126, 0.218], [0.247, 0.340, 0.144], [-0.135, 0.031, -0.289], [-0.001, 0.019, 0.397], [-0.203, -0.907, -0.428], [0.657, 0.558, -0.556], [-0.093, 0.099, 0.289], [0.244, -0.057, 0.142], [-0.186, -0.339, 0.028], [-0.265, 0.650, -0.071], [-0.074, -0.026, -0.053], [0.000, -0.054, -0.509], [-0.591, 0.815, 0.108], [-0.105, 0.055, -0.334], [0.239, 0.072, 0.017], [0.026, -0.088, -0.194], [0.005, 0.042, 0.222], [-0.092, -0.285, 0.185], [-0.157, -0.525, 0.071], [0.734, 0.170, -0.233], [-0.305, 0.446, 0.460]]
}

***

{
  "formula": "C47H37MoN4OSi",
  "method": "ωB97M-V with the def2-TZVPD basis set",
  "multiplicity": 1,
  "orbital_gap_ev": [4.4, 4.4],
  "lumo_energy_ha": [-0.4177, -0.4177],
  "total_charge": 3,
  "symbols": ["Mo", "C", "C", "C", "C", "C", "C", "C", "C", "C", "C", "C", "C", "C", "C", "C", "C", "C", "C", "C", "N", "C", "C", "C", "C", "C", "C", "C", "C", "C", "C", "C", "C", "N", "C", "C", "C", "C", "C", "N", "C", "C", "C", "C", "C", "C", "C", "C", "N", "H", "H", "H", "H", "H", "H", "H", "H", "H", "H", "H", "H", "H", "H", "H", "H", "H", "H", "H", "H", "H", "H", "H", "H", "H", "H", "H", "H", "C", "Si", "C", "C", "O", "H", "H", "H", "H", "H", "H", "H", "H", "H"],
  "xyz": [[-0.119, 0.082, -0.045], [-4.636, -1.616, 5.755], [-3.770, -0.533, 5.659], [-2.944, -0.409, 4.557], [-3.024, -1.345, 3.517], [-3.905, -2.431, 3.615], [-4.691, -2.570, 4.745], [-2.136, -1.191, 2.366], [-2.685, -1.133, 1.056], [-4.046, -1.338, 0.757], [-4.165, -1.267, -0.606], [-2.886, -0.954, -1.113], [-2.673, -0.544, -2.450], [-3.753, -0.762, -3.406], [-4.233, -2.069, -3.583], [-5.246, -2.311, -4.493], [-5.821, -1.252, -5.187], [-5.377, 0.051, -4.984], [-4.333, 0.300, -4.114], [-1.466, 0.070, -2.879], [-0.322, 0.158, -2.123], [0.598, 0.777, -2.941], [1.983, 0.867, -2.663], [2.881, 1.505, -3.610], [2.872, 1.167, -4.974], [3.766, 1.773, -5.836], [4.638, 2.748, -5.363], [4.652, 3.094, -4.015], [3.802, 2.455, -3.134], [2.581, 0.266, -1.517], [3.939, -0.086, -1.466], [4.120, -0.785, -0.294], [2.883, -0.786, 0.374], [1.911, -0.183, -0.406], [2.682, -1.335, 1.663], [1.403, -1.365, 2.284], [1.181, -1.659, 3.644], [-0.172, -1.561, 3.854], [-0.745, -1.181, 2.623], [0.229, -1.029, 1.660], [3.814, -1.862, 2.405], [4.973, -1.089, 2.596], [6.023, -1.595, 3.336], [5.950, -2.886, 3.850], [4.817, -3.669, 3.649], [3.740, -3.155, 2.955], [0.007, 1.147, -4.165], [-1.265, 0.631, -4.155], [-1.971, -0.852, -0.088], [-5.268, -1.723, 6.627], [-3.732, 0.206, 6.447], [-2.264, 0.429, 4.483], [-3.929, -3.188, 2.844], [-5.346, -3.425, 4.840], [-4.836, -1.482, 1.471], [-5.067, -1.343, -1.188], [-3.778, -2.892, -3.048], [-5.589, -3.322, -4.660], [-6.626, -1.443, -5.884], [-5.848, 0.871, -5.507], [-4.009, 1.317, -3.936], [2.218, 0.386, -5.336], [3.788, 1.484, -6.877], [5.317, 3.238, -6.048], [5.330, 3.855, -3.655], [3.810, 2.723, -2.085], [4.664, 0.089, -2.241], [5.016, -1.279, 0.038], [1.937, -1.913, 4.364], [-0.711, -1.765, 4.762], [5.016, -0.076, 2.218], [6.898, -0.988, 3.516], [6.782, -3.285, 4.415], [4.778, -4.677, 4.037], [2.865, -3.767, 2.785], [0.483, 1.696, -4.958], [-1.977, 0.635, -4.960], [0.408, 2.813, 3.054], [0.002, 3.306, 1.328], [1.441, 3.880, 0.340], [-1.563, 4.225, 1.103], [-0.369, 1.690, 0.531], [1.048, 3.567, 3.518], [0.960, 1.869, 3.065], [-0.481, 2.706, 3.674], [1.832, 4.821, 0.734], [1.169, 4.047, -0.704], [2.250, 3.146, 0.389], [-1.545, 5.153, 1.680], [-2.416, 3.642, 1.455], [-1.720, 4.489, 0.056]],
  "forces_ev_per_angstrom": [[0.051, 0.554, 0.089], [-0.017, 0.021, 0.048], [0.009, -0.028, -0.059], [-0.035, -0.025, 0.155], [0.143, -0.040, -0.207], [-0.122, 0.086, 0.107], [0.025, -0.013, -0.073], [0.142, 0.055, 0.225], [-0.031, 0.039, -0.117], [0.044, -0.031, 0.105], [-0.007, 0.052, -0.092], [0.019, 0.166, -0.235], [-0.029, -0.138, 0.141], [0.040, 0.039, 0.129], [-0.088, 0.026, -0.035], [0.017, 0.034, -0.014], [-0.023, -0.059, 0.000], [0.047, 0.034, 0.014], [-0.024, -0.089, -0.112], [0.066, -0.066, -0.004], [-0.196, 0.054, -0.310], [0.303, -0.050, 0.038], [-0.165, 0.132, -0.141], [-0.104, -0.113, 0.083], [0.108, 0.094, -0.075], [-0.084, -0.030, 0.015], [0.047, 0.054, 0.004], [-0.052, -0.031, -0.007], [0.099, 0.015, -0.036], [-0.077, -0.005, 0.141], [0.021, -0.051, -0.048], [0.022, 0.056, 0.000], [-0.069, -0.198, 0.280], [0.294, 0.117, -0.062], [0.087, 0.046, -0.226], [-0.092, 0.112, -0.035], [0.103, -0.109, -0.064], [-0.053, 0.067, 0.032], [-0.260, -0.021, -0.059], [0.122, -0.320, 0.349], [-0.037, 0.072, -0.003], [0.036, -0.089, -0.008], [-0.033, -0.013, -0.027], [0.031, -0.023, 0.022], [0.000, 0.042, -0.024], [0.029, 0.020, 0.066], [-0.047, -0.016, -0.041], [-0.042, 0.009, 0.038], [-0.293, -0.413, 0.098], [-0.001, -0.002, 0.006], [-0.014, 0.010, 0.010], [0.023, 0.006, -0.034], [0.013, -0.018, -0.044], [-0.008, -0.006, 0.011], [-0.037, -0.022, 0.020], [-0.028, -0.024, 0.000], [0.020, -0.005, 0.029], [-0.009, 0.000, -0.004], [-0.006, 0.008, -0.007], [-0.015, 0.005, 0.003], [0.037, 0.035, 0.007], [0.039, -0.037, 0.003], [0.009, 0.003, -0.010], [0.014, -0.014, -0.004], [0.008, 0.010, -0.006], [-0.017, -0.011, 0.016], [0.027, 0.006, 0.000], [0.037, -0.001, 0.016], [0.015, -0.011, 0.034], [0.007, -0.020, 0.027], [-0.013, 0.032, -0.025], [0.010, 0.007, 0.008], [0.005, 0.000, 0.000], [0.004, -0.011, 0.002], [-0.032, 0.004, -0.004], [-0.062, 0.041, 0.000], [-0.018, 0.029, -0.041], [0.086, -0.136, 0.099], [-0.218, -0.517, -0.239], [0.195, -0.031, -0.099], [-0.118, 0.095, -0.038], [0.193, 0.443, 0.174], [-0.017, 0.021, 0.023], [0.021, 0.019, 0.038], [-0.021, -0.010, -0.003], [-0.025, 0.017, 0.012], [0.008, -0.006, -0.008], [0.010, 0.029, -0.026], [0.020, 0.019, -0.007], [-0.016, 0.008, -0.009], [-0.053, 0.006, 0.005]]
}

***

no.,energy (Eh),F_max (eV Å⁻¹)
1,-348.779043,1.3
2,-5845.765978,3.1
3,-2464.394130,0.6